C5H7NO | the ωB97M-V functional and the def2-TZVPD basis

The multiplicity is 1. The HOMO energy comes out at -7.93 eV. The SMILES is Cc1coc(N)c1. As for the energy above the lowest of the compared OMol25 structures with the same formula, charge and spin: 1.8766 eV.

Each line ends with the Löwdin charge.
Positions of all 14 atoms, in Å:
1 C 0.5746 0.4771 -2.0847  -0.065
2 C 0.0411 0.0983 -0.7724  -0.332
3 C -1.1378 0.5180 -0.2894  -0.132
4 O -1.2803 0.1326 0.9805  -0.021
5 C 0.0770 -0.4727 1.3513  -0.268
6 N -0.1000 -0.8410 2.6548  0.099
7 C 0.7676 -0.6540 0.2131  0.028
8 H 1.5288 0.9960 -1.9486  0.084
9 H -0.1402 1.1549 -2.5581  0.080
10 H 0.7215 -0.4112 -2.7025  0.081
11 H -1.8365 1.1970 -0.7671  0.131
12 H -1.1108 -0.7477 2.6194  0.094
13 H 0.2471 -0.2112 3.3672  0.094
14 H 1.6479 -1.2360 -0.0633  0.127

Cartesian forces (eV/Å) of the 6 atoms listed first:
0.147 0.053 -0.495
-0.190 0.238 -0.744
0.627 0.026 -0.592
2.386 0.047 0.713
-2.799 0.393 -1.146
-0.096 -0.807 0.562

=====

C5H7NO | the ωB97M-V functional and the def2-TZVPD basis

The multiplicity is 1. The HOMO energy comes out at -8.44 eV. As for the energy above the lowest of the compared OMol25 structures with the same formula, charge and spin: 3.5830 eV.

Each line ends with the Löwdin charge.
Positions of all 14 atoms, in Å:
1 C 1.3898 0.5198 1.3108  0.000
2 C 0.1374 0.4086 0.5138  -0.286
3 C -0.2270 -0.4162 -0.4923  -0.285
4 N 0.5177 -1.4037 -1.1573  0.093
5 C -1.5689 0.0115 -0.8350  -0.094
6 C -1.9920 1.0655 0.0393  -0.099
7 O -0.8561 1.3109 0.7811  -0.041
8 H 1.9877 -0.3930 1.2194  0.077
9 H 2.0066 1.3629 0.9804  0.090
10 H 1.1534 0.6709 2.3679  0.089
11 H -0.0119 -2.2527 -1.3092  0.087
12 H 1.3752 -1.6354 -0.6707  0.078
13 H -2.2467 -0.4884 -1.5213  0.123
14 H -1.6651 1.2394 -1.2270  0.168

Cartesian forces (eV/Å) of the 6 atoms listed first:
-0.001 -0.036 -0.007
0.134 -0.122 -0.083
-0.094 0.217 0.157
0.038 -0.097 0.088
-0.093 -0.160 0.027
0.133 -0.186 -0.054

=====

C5H7NO | the ωB97M-V functional and the def2-TZVPD basis

The multiplicity is 1. The HOMO energy comes out at -10.19 eV. The SMILES is CC(=O)[C@@H](C)C#N. As for the energy above the lowest of the compared OMol25 structures with the same formula, charge and spin: 1.4882 eV.

Each line ends with the Löwdin charge.
Positions of all 14 atoms, in Å:
1 C -1.1258 0.2014 1.6911  -0.003
2 C -0.2226 0.5435 0.5378  -0.423
3 O 0.4445 1.5492 0.6211  0.054
4 C -0.0141 -0.2591 -0.7565  -0.193
5 C 1.4683 0.3233 -1.2365  -0.031
6 C -0.5102 -1.6863 -0.6089  -0.174
7 N -1.0398 -2.7137 -0.4671  0.139
8 H -0.7124 0.7528 2.5402  0.090
9 H -1.1987 -0.8620 1.9201  0.077
10 H -2.1309 0.5876 1.4909  0.097
11 H -0.6815 0.1191 -1.5410  0.141
12 H 2.2732 0.0454 -0.5429  0.079
13 H 1.6553 -0.0208 -2.2448  0.059
14 H 1.5536 1.4372 -1.2713  0.087

Cartesian forces (eV/Å) of the 6 atoms listed first:
-0.056 -0.117 0.035
0.269 0.731 0.268
-0.501 0.209 0.586
0.738 0.738 -0.239
-0.523 -0.965 -0.139
0.485 -0.368 -0.033